{"formula": "C6H24O9", "method": "ωB97M-V with the def2-TZVPD basis set", "elements": ["O", "C", "C", "O", "H", "H", "H", "H", "H", "H", "O", "C", "C", "O", "H", "H", "H", "H", "H", "H", "O", "C", "C", "O", "H", "H", "H", "H", "H", "H", "O", "H", "H", "O", "H", "H", "O", "H", "H"], "coordinates": [[-4.09, 2.73, -0.39], [-3.22, 1.67, -0.65], [-2.36, 1.52, 0.67], [-1.56, 0.38, 0.47], [-4.88, 2.62, -0.97], [-3.83, 0.73, -0.86], [-2.57, 1.79, -1.46], [-2.97, 1.55, 1.54], [-1.61, 2.35, 0.62], [-2.18, -0.34, 0.37], [1.35, -1.85, -0.26], [0.32, -2.70, 0.19], [0.89, -3.74, 1.16], [-0.03, -4.62, 1.74], [1.61, -1.23, 0.44], [-0.58, -2.20, 0.62], [-0.02, -3.12, -0.77], [1.21, -3.22, 2.04], [1.71, -4.28, 0.83], [0.44, -5.17, 2.40], [2.38, 2.61, 0.82], [3.09, 1.49, 0.29], [3.19, 0.41, 1.40], [1.86, 0.07, 1.72], [2.91, 3.24, 1.32], [2.57, 1.07, -0.58], [4.08, 1.92, -0.09], [3.59, 0.85, 2.24], [3.77, -0.56, 1.06], [1.32, 0.89, 1.69], [0.20, 0.23, -1.55], [-0.20, 0.29, -0.69], [0.53, -0.63, -1.37], [-2.20, -0.93, -2.80], [-1.43, -0.45, -2.63], [-2.35, -1.29, -1.95], [-0.14, 2.92, -1.97], [0.06, 1.97, -2.02], [-0.83, 3.05, -2.62]], "e_lumo_ha": 0.0185, "e_tot_ha": -920.0670, "e_homo_ev": -10.33, "e_above_lowest_kj_mol": 197.6}